104
Properties=species:S:1:pos:R:3:forces:R:3 method="wB97M-V/def2-TZVPD" e_homo_ha=-0.286 charge=+1 gap_ev=1.02 spin_multiplicity=1
N -1.438468 0.341153 4.488041 0.23 -0.08 0.11
C -2.580303 -0.189261 4.439953 -0.45 0.01 -0.39
C -3.472859 -0.204060 3.202893 0.18 0.07 0.63
C -2.677918 -0.556687 1.980895 -0.43 0.01 -0.19
C -2.108194 -1.817638 1.844183 0.11 -0.32 0.64
C -2.322506 -2.848892 2.928261 -0.35 -0.88 -0.36
C -3.274985 -4.009685 2.477527 0.21 1.24 0.02
C -4.714712 -3.849668 3.012843 0.26 -1.39 -0.92
O -5.149351 -5.080748 3.581917 -0.02 0.33 0.48
C -1.321788 -2.155950 0.734065 0.06 -0.41 0.53
C -0.736757 -3.565062 0.670703 0.54 0.82 -1.09
C 0.541606 -3.792332 1.448230 -0.47 -0.43 -0.06
O 1.608334 -2.950104 0.921829 0.28 0.12 0.22
C -1.089847 -1.201585 -0.258497 -0.34 0.10 -0.20
C -0.232656 -1.426423 -1.441411 0.79 0.12 0.02
C -0.549423 -2.227674 -2.507797 -1.06 -0.59 -0.01
C 0.278678 -2.379208 -3.609314 0.06 0.27 0.29
N 1.451267 -1.753316 -3.691900 -0.20 -0.36 -0.27
C 1.756665 -0.997121 -2.657318 1.34 0.73 -0.03
C 0.994844 -0.771081 -1.543392 -0.42 -0.49 0.61
C -1.678445 0.054158 -0.129731 0.34 0.22 -0.16
C -2.459836 0.358743 0.970213 -0.17 0.65 -0.01
C -3.032040 1.750550 0.995638 0.23 0.00 -0.13
O -4.172227 1.996278 1.277070 -0.39 0.01 0.15
C -2.075891 2.819592 0.565565 -0.41 -0.49 0.49
C -1.983815 4.024586 1.232803 0.00 0.04 0.16
C -2.754181 4.412277 2.464120 0.11 0.32 -0.21
O -3.004895 3.318625 3.360187 0.09 0.28 -0.22
C -2.757864 3.615279 4.649167 -0.54 -1.20 0.35
F -1.454275 3.595321 4.929806 0.34 0.52 -0.03
F -3.280894 4.776045 5.033305 0.21 0.49 -0.03
F -3.324310 2.665649 5.393308 -0.12 -0.12 0.03
C -1.086489 4.953099 0.725936 -0.21 -0.12 0.25
C -0.335029 4.671191 -0.385772 0.48 0.73 -0.12
C -0.431042 3.460692 -1.038652 -0.10 0.01 -0.43
O 0.306777 3.168087 -2.137529 0.26 -0.12 -0.08
C -1.311348 2.514943 -0.550881 0.07 -0.44 0.05
C -1.484318 1.153893 -1.149145 -0.20 0.11 0.28
O -1.520557 0.957248 -2.331445 0.21 -0.21 -0.43
H -1.214609 0.740454 3.571657 0.10 0.04 0.01
H -3.011265 -0.646764 5.326996 0.17 0.05 0.26
H -4.311949 -0.879714 3.350043 -0.02 -0.13 -0.04
H -3.904224 0.789470 3.141757 -0.09 0.09 -0.19
H -1.372275 -3.283808 3.217291 0.14 0.03 0.12
H -2.747435 -2.441775 3.835445 0.14 0.25 0.06
H -2.863802 -4.966763 2.782972 -0.12 -0.13 0.18
H -3.293939 -3.976903 1.390132 -0.22 -0.28 -0.10
H -4.787704 -3.063103 3.753097 -0.16 -0.03 0.23
H -5.371046 -3.663065 2.162836 -0.12 0.64 0.09
H -5.324973 -5.682728 2.855923 -0.10 -0.15 0.00
H -1.478650 -4.310256 0.916960 0.06 -0.19 0.18
H -0.439048 -3.740954 -0.362365 -0.21 -0.21 -0.15
H 0.432109 -3.613557 2.511672 0.24 0.06 0.14
H 0.908196 -4.796867 1.277514 0.03 -0.16 0.10
H 1.613316 -2.139013 1.422265 -3.84 -1.33 1.25
H -1.501305 -2.740512 -2.505951 -0.07 -0.10 -0.06
H -0.046349 -3.025825 -4.408898 0.20 0.02 -0.26
H 2.725657 -0.497644 -2.693467 0.04 0.08 -0.08
H 1.318117 -0.095001 -0.754968 0.04 0.36 -0.06
H -3.692386 4.890557 2.190151 -0.23 -0.18 0.05
H -2.156455 5.159343 2.980406 0.03 0.09 0.06
H -0.982832 5.907071 1.218044 0.12 0.16 -0.01
H 0.350148 5.435144 -0.730292 0.06 0.00 -0.19
H 0.695232 3.976681 -2.485396 -0.01 0.09 -0.03
C -2.960295 8.891588 1.920119 0.32 0.10 0.30
C -3.075678 10.210960 1.190641 -0.52 0.05 -0.05
O -2.200271 10.070310 0.060981 0.30 -0.23 0.23
S -2.191217 8.553297 -0.430431 -0.26 0.28 0.34
O -3.091616 8.410179 -1.510762 0.08 -0.26 -0.22
O -0.843770 8.110264 -0.506468 0.07 -0.07 -0.16
O -2.870046 7.907725 0.876262 -0.11 0.17 -0.11
H -2.046525 8.844328 2.516122 -0.01 0.03 0.01
H -3.817717 8.690786 2.556248 -0.08 -0.18 -0.16
H -2.774236 11.055420 1.802670 0.23 0.04 -0.16
H -4.088221 10.375509 0.818281 -0.01 -0.01 0.04
Ca 3.079850 -1.385721 1.001016 5.97 0.47 -1.63
N 6.933563 -4.573925 -1.695827 -0.98 0.56 0.13
S 6.878349 -5.570929 -0.450650 1.07 -0.97 1.85
O 6.160692 -6.780130 -0.668781 -0.23 0.10 -0.52
O 6.832832 -5.015183 0.868819 0.20 -0.83 -1.22
F 8.438731 -6.081906 -0.498793 -1.03 1.90 -1.37
S 5.562635 -3.882740 -2.065576 -0.60 -1.13 -0.24
O 5.595456 -3.268240 -3.365350 0.67 0.95 -0.44
O 4.884043 -3.140221 -1.051421 -0.72 -0.03 -0.91
F 4.600129 -5.118694 -2.304802 0.13 0.18 -0.03
C 0.215232 -5.250691 -6.917536 -0.03 -0.16 -0.13
Br -0.077175 -7.006958 -7.739650 -0.01 0.31 0.21
Br -1.448333 -4.312321 -6.560637 0.06 0.02 0.03
Br 1.296700 -5.371515 -5.312641 0.08 0.01 0.04
H 0.769656 -4.644217 -7.619968 -0.01 0.10 0.07
Br 9.385257 -7.927940 0.549717 0.90 -4.24 1.43
Cl -0.389571 -9.246379 -9.095235 -0.02 -0.29 -0.15
Be 9.637262 -10.006621 1.096350 -0.27 2.79 -0.70
Br 6.080855 -2.569191 1.210612 -1.85 2.85 1.80
C 4.959767 2.580745 -2.703966 -0.40 0.05 -0.15
O 4.252142 2.199023 -1.542885 -0.12 -0.51 0.47
H 5.678764 1.786838 -2.894072 0.15 0.12 0.01
H 4.260571 2.666243 -3.549720 0.22 0.09 -0.08
H 5.490070 3.525093 -2.579422 0.05 -0.03 -0.05
H 3.593138 2.854785 -1.306773 0.01 0.22 -0.15
O 5.307928 -0.320543 -4.375758 -0.10 -0.09 0.02
H 4.478846 0.199650 -4.351500 0.02 -0.10 -0.05
H 5.645436 -0.416762 -5.289552 -0.05 -0.14 0.06
H 5.193288 -1.207300 -3.939160 0.21 -0.76 0.18